Entry 1:
C28H44BrIrN3P2 | wB97M-V/def2-TZVPD

Each line ends with the Löwdin charge.
Positions of all 79 atoms, in Å:
N: -5.74 4.12 -4.22  0.33
C: -5.76 4.55 -2.95  0.02
C: -5.07 3.90 -1.92  0.07
C: -4.32 2.73 -2.21  -0.15
C: -4.35 2.28 -3.55  0.06
C: -5.07 3.00 -4.51  0.01
C: -3.52 2.08 -1.18  0.03
Ir: -0.69 0.26 0.28  1.22
P: 4.30 -0.77 0.90  1.22
C: -2.36 1.38 -1.43  -0.02
C: -1.18 1.90 -0.72  -0.48
C: 0.11 1.40 -1.21  -0.26
C: 1.22 2.34 -1.10  -0.10
C: 1.13 3.46 -0.30  -0.64
C: -0.13 3.95 0.14  -0.06
C: -1.21 3.12 0.09  -0.03
Br: 2.69 4.05 0.57  0.93
H: -3.80 2.35 -0.16  0.15
H: -2.24 0.69 -2.27  0.13
H: -5.06 4.35 -0.93  0.15
H: -3.77 1.41 -3.84  0.13
H: -6.33 5.47 -2.76  0.17
H: -5.07 2.67 -5.55  0.17
H: 0.07 0.77 -2.11  0.12
H: -2.13 3.28 0.64  0.12
H: 2.11 2.11 -1.68  0.12
H: -0.22 4.93 0.64  0.14
P: -0.91 -1.89 -0.17  0.81
C: 4.41 1.05 0.87  -0.41
C: 5.79 1.53 0.40  -0.12
H: 4.21 1.41 1.89  0.09
H: 3.60 1.43 0.24  0.02
H: 5.86 2.62 0.51  0.09
H: 6.58 1.09 1.01  0.09
H: 5.98 1.28 -0.65  0.09
C: 3.78 -1.28 -0.78  -0.36
C: 4.91 -1.99 -1.55  -0.12
H: 3.45 -0.37 -1.31  0.08
H: 2.91 -1.94 -0.67  0.06
H: 4.62 -2.13 -2.60  0.09
H: 5.84 -1.42 -1.53  0.08
H: 5.11 -2.98 -1.13  0.09
C: 3.08 -1.27 2.15  -0.37
C: 3.78 -1.83 3.40  -0.12
H: 2.41 -2.02 1.71  0.06
H: 2.47 -0.37 2.38  0.07
H: 3.10 -2.47 3.97  0.09
H: 4.65 -2.43 3.10  0.08
H: 4.13 -1.02 4.05  0.09
C: -0.30 -3.03 1.16  -0.37
C: -1.15 -4.17 1.70  -0.10
H: -0.01 -2.40 2.01  0.03
H: 0.64 -3.41 0.75  0.08
H: -1.96 -3.86 2.37  0.08
H: -1.58 -4.79 0.91  0.08
H: -0.49 -4.82 2.30  0.10
C: 0.19 -2.15 -1.60  -0.40
C: -0.41 -2.44 -2.97  -0.11
H: 0.83 -2.98 -1.27  0.08
H: 0.82 -1.25 -1.66  0.04
H: -1.04 -3.34 -2.97  0.09
H: -1.00 -1.61 -3.36  0.07
H: 0.42 -2.61 -3.67  0.10
C: -2.59 -2.42 -0.62  -0.35
C: -3.62 -1.62 0.17  -0.14
H: -2.65 -3.50 -0.42  0.10
H: -2.71 -2.31 -1.71  0.09
H: -4.53 -1.49 -0.42  0.09
H: -3.89 -2.13 1.10  0.09
H: -3.24 -0.61 0.43  0.02
N: -0.08 0.57 4.40  0.12
C: -0.84 -0.59 4.50  0.00
C: -1.28 -0.88 3.24  -0.11
N: -0.73 0.05 2.35  -0.16
C: -0.04 0.93 3.09  -0.16
H: 0.33 1.09 5.17  0.19
H: -0.98 -1.14 5.42  0.15
H: -1.93 -1.68 2.91  0.11
H: 0.46 1.81 2.72  0.13

Summary:
Energy relative to the best compared isomer or geometry (same formula, charge and spin) (eV): 1.397
Gap between HOMO and LUMO (spin up / spin down) (eV): 5.704 / 4.565
Total charge: +4
HOMO level (spin up / spin down) (eV): -18.23 / -19.03
Multiplicity: 6

=====

Entry 2:
C28H44BrIrN3P2 | wB97M-V/def2-TZVPD

Each line ends with the Löwdin charge.
Positions of all 79 atoms, in Å:
N: 7.08 5.90 -1.60  0.15
C: 6.66 5.94 -0.33  0.03
C: 5.61 5.15 0.15  0.11
C: 4.94 4.28 -0.74  -0.15
C: 5.42 4.21 -2.07  0.12
C: 6.50 5.05 -2.44  0.03
C: 3.82 3.47 -0.25  0.01
Ir: -0.64 0.39 0.78  1.16
P: -1.47 -4.31 0.78  1.21
C: 3.03 2.66 -1.02  0.00
C: 2.19 1.64 -0.42  -0.23
C: 2.05 0.36 -1.00  -0.02
C: 1.74 -0.75 -0.19  -0.12
C: 1.52 -0.57 1.20  -0.73
C: 1.21 0.82 1.65  -0.34
C: 1.67 1.89 0.83  -0.03
Br: 1.98 -1.86 2.51  0.95
H: 3.72 3.49 0.84  0.13
H: 3.13 2.67 -2.12  0.13
H: 5.34 5.23 1.20  0.15
H: 4.94 3.51 -2.76  0.14
H: 7.17 6.66 0.32  0.16
H: 6.87 5.02 -3.48  0.16
H: 2.50 0.27 -2.00  0.14
H: 1.72 2.90 1.25  0.14
H: 1.74 -1.78 -0.55  0.12
H: 1.11 0.96 2.73  0.11
P: -1.60 0.27 -1.18  0.78
C: -0.04 -4.35 1.91  -0.42
C: 0.56 -5.74 2.09  -0.11
H: -0.38 -3.94 2.87  0.09
H: 0.66 -3.65 1.43  -0.01
H: 1.32 -5.70 2.88  0.09
H: -0.20 -6.46 2.38  0.09
H: 1.07 -6.11 1.19  0.09
C: -0.79 -3.96 -0.86  -0.38
C: -1.04 -5.11 -1.83  -0.11
H: 0.28 -3.75 -0.74  0.09
H: -1.34 -3.08 -1.21  0.04
H: -0.48 -4.94 -2.76  0.09
H: -0.72 -6.07 -1.39  0.09
H: -2.10 -5.19 -2.09  0.09
C: -2.57 -2.97 1.28  -0.38
C: -3.81 -3.60 1.93  -0.12
H: -2.85 -2.40 0.37  0.05
H: -2.00 -2.33 1.97  0.07
H: -4.68 -2.94 1.87  0.09
H: -4.06 -4.56 1.44  0.08
H: -3.63 -3.83 3.00  0.09
C: -3.41 -0.02 -1.27  -0.36
C: -4.29 1.20 -1.50  -0.11
H: -3.72 -0.55 -0.36  0.06
H: -3.54 -0.71 -2.11  0.10
H: -4.21 1.94 -0.70  0.07
H: -4.06 1.69 -2.45  0.09
H: -5.33 0.86 -1.55  0.11
C: -0.86 -0.90 -2.39  -0.38
C: -0.08 -0.31 -3.54  -0.10
H: -1.71 -1.49 -2.77  0.09
H: -0.20 -1.57 -1.82  0.03
H: -0.66 0.48 -4.05  0.10
H: 0.89 0.07 -3.20  0.05
H: 0.12 -1.12 -4.25  0.10
C: -1.25 1.97 -1.68  -0.36
C: -1.25 2.90 -0.47  -0.12
H: -2.02 2.24 -2.41  0.09
H: -0.29 1.97 -2.21  0.08
H: -0.46 3.65 -0.58  0.10
H: -2.22 3.40 -0.35  0.10
H: -1.04 2.37 0.48  0.00
N: -3.09 1.14 2.34  0.04
C: -3.52 1.42 3.61  0.03
C: -2.48 1.07 4.46  0.00
C: -1.46 0.56 3.69  -0.08
N: -1.82 0.64 2.36  -0.22
H: -3.68 1.17 1.52  0.15
H: -4.47 1.85 3.83  0.15
H: -2.46 1.20 5.53  0.14
H: -0.51 0.10 4.00  0.13

Summary:
Energy relative to the best compared isomer or geometry (same formula, charge and spin) (eV): 0.989
Gap between HOMO and LUMO (spin up / spin down) (eV): 7.463 / 4.924
Total charge: +4
HOMO level (spin up / spin down) (eV): -18.82 / -19.18
Multiplicity: 6

=====

| no. | E_tot (eV) | largest force on an atom (eV Å⁻¹) | molar mass (g/mol) |
| --- | --- | --- | --- |
| 1 | -125632.391 | 4.59 | 756.75 |
| 2 | -125632.799 | 3.33 | 756.75 |